# 1
{
  "formula": "C12H30FFeO8P2",
  "method": "the ωB97M-V functional and the def2-TZVPD basis",
  "energy_ha": -3122.847230,
  "orbital_gap_ev": [7.6, 3.1],
  "e_lumo_ev": [-8.38, -12.83],
  "largest_force_ha_per_bohr": 0.10892,
  "e_homo_ev": [-15.954, -15.949],
  "spin_multiplicity": 6,
  "e_above_lowest_kcal_mol": 118.1,
  "charge": 2,
  "s_squared": 8.76,
  "elements": ["Fe", "P", "P", "F", "O", "O", "O", "O", "O", "O", "O", "O", "C", "C", "C", "C", "C", "C", "C", "C", "C", "C", "C", "C", "H", "H", "H", "H", "H", "H", "H", "H", "H", "H", "H", "H", "H", "H", "H", "H", "H", "H", "H", "H", "H", "H", "H", "H", "H", "H", "H", "H", "H", "H"],
  "xyz": [[0.2433, -3.2162, 0.9715], [1.9071, -0.0303, 0.9436], [-2.0224, -1.1788, -1.1107], [-0.6509, -2.2344, 2.3786], [-1.7897, -0.9900, -2.7203], [1.3113, -1.3938, 0.7973], [-2.0145, 0.3463, -0.5658], [-3.6464, -1.5354, -0.9992], [1.9653, 1.0070, -0.3113], [-1.0870, -2.1363, -0.4961], [1.2641, 0.9193, 2.0590], [3.4904, -0.1743, 1.4370], [-2.3595, 2.2507, 0.8322], [3.0850, 1.6897, -2.3994], [2.2499, 0.6478, -1.6843], [-2.9549, -1.0614, -4.7264], [1.4660, 2.2296, 4.0848], [5.7857, 0.5354, 1.3420], [-2.0008, 0.6741, 0.8847], [-2.7717, -0.2715, -3.3979], [-4.2679, -2.2407, 0.0990], [-4.3214, -3.6837, -0.4677], [1.7062, 0.8235, 3.4840], [4.3114, 1.0220, 1.1160], [-2.6689, 0.0966, 1.5236], [-2.3973, 0.7399, -3.5557], [2.0620, 3.0402, 3.6657], [6.4279, 1.4003, 1.5083], [2.9056, -0.2229, -1.6846], [1.2265, 0.4816, -2.0204], [-3.3354, -2.0529, -4.4807], [4.1241, 1.4895, -2.1380], [6.1058, 0.0336, 0.4288], [-3.6772, -0.2310, -2.7926], [2.6978, 0.4246, 3.6978], [5.8182, -0.1587, 2.1817], [-4.6322, -3.7788, -1.5081], [-0.9500, 0.5750, 1.1569], [-1.7614, 2.8154, 0.1169], [2.8449, 2.7257, -2.1607], [-5.2459, -1.8392, 0.3647], [-3.3883, 2.4717, 0.5481], [-3.6323, -2.1432, 0.9791], [1.7121, 2.0010, 5.1218], [0.3887, 2.3953, 4.0722], [-2.0331, 2.7604, 1.7387], [3.0611, 1.4721, -3.4672], [1.1220, 0.0468, 3.9774], [-2.0771, -1.0642, -5.3726], [4.1744, 1.7554, 0.3213], [-3.6846, -0.5225, -5.3307], [-3.2940, -4.0395, -0.3905], [-4.8963, -4.4406, 0.0659], [4.1045, 1.7695, 1.8818]],
  "mulliken_spin": [3.950, 0.002, -0.030, 0.229, 0.023, 0.043, 0.139, 0.355, 0.005, 0.099, 0.004, 0.002, 0.001, 0.000, -0.002, 0.002, 0.000, 0.000, 0.008, 0.000, 0.012, 0.081, 0.001, 0.001, 0.007, 0.006, 0.000, 0.000, 0.000, -0.001, 0.000, 0.000, 0.000, 0.004, 0.000, 0.000, 0.000, 0.013, -0.001, 0.000, 0.033, 0.001, -0.002, 0.000, 0.000, 0.000, 0.000, 0.000, 0.001, 0.000, 0.001, 0.002, 0.009, 0.000]
}

***

# 2
{
  "formula": "C21H26FN3O4",
  "method": "the ωB97M-V functional and the def2-TZVPD basis",
  "energy_ha": -1380.889550,
  "orbital_gap_ev": 8.3,
  "e_lumo_ev": 0.38,
  "largest_force_ha_per_bohr": 0.01828,
  "e_homo_ev": -7.891,
  "spin_multiplicity": 1,
  "e_above_lowest_kcal_mol": 2.5,
  "elements": ["F", "O", "O", "O", "O", "N", "N", "N", "C", "C", "C", "C", "C", "C", "C", "C", "C", "C", "C", "C", "C", "C", "C", "C", "C", "C", "C", "C", "C", "H", "H", "H", "H", "H", "H", "H", "H", "H", "H", "H", "H", "H", "H", "H", "H", "H", "H", "H", "H", "H", "H", "H", "H", "H", "H"],
  "xyz": [[4.4452, -0.0823, 2.2871], [-3.6149, 0.1609, -1.2781], [-3.0431, -2.2228, 2.1713], [-1.8247, 2.7017, 1.3542], [-4.4646, 0.3004, 1.5421], [1.0308, 2.9249, -0.1719], [-3.1050, -2.3197, -0.0883], [3.2178, 1.1213, 0.0535], [2.8204, -1.1423, -0.7816], [3.9049, -0.8520, 1.3030], [2.9671, -2.5110, -0.6588], [-0.7220, -2.1503, -0.7241], [4.0335, -2.2158, 1.4478], [2.8414, 1.9884, 1.1501], [1.3331, 2.0164, -1.2599], [-1.8639, -3.0461, -0.2362], [-3.5481, -1.9101, 1.1133], [-1.4286, 2.6453, 0.0760], [2.8383, 1.7218, -1.2029], [-3.4481, 0.9890, 0.9654], [3.2788, -0.2519, 0.1985], [3.5622, -3.0632, 0.4601], [-1.9935, 1.7927, -0.8086], [-0.9160, -1.6953, -2.1663], [-0.2684, 3.5639, -0.2294], [-4.7839, -0.9948, 1.0484], [1.3402, 2.3011, 1.1011], [-3.0742, 0.8985, -0.4551], [-2.8007, 1.8786, 1.7611], [3.6677, -4.1311, 0.5628], [-1.6226, -3.4548, 0.7477], [-5.5371, -1.3650, 1.7474], [3.3694, 2.6773, -1.2754], [3.4003, 2.9242, 1.0486], [-1.6741, 1.7864, -1.8385], [-5.1977, -0.9441, 0.0380], [2.6044, -3.1509, -1.4498], [0.7734, 1.3645, 1.2517], [-1.0092, -2.5557, -2.8255], [1.0882, 2.5018, -2.2069], [-0.3889, 3.9906, -1.2273], [-3.0552, 2.0001, 2.8028], [-2.0196, -3.8688, -0.9404], [0.2134, -2.7049, -0.6350], [3.1515, 1.0932, -2.0352], [3.0825, 1.5404, 2.1092], [-0.0630, -1.1064, -2.4965], [-1.8095, -1.0842, -2.2680], [4.5242, -2.5961, 2.3300], [-0.6529, -1.2812, -0.0647], [-0.2712, 4.3720, 0.5077], [0.7644, 1.0739, -1.1838], [-3.4691, -1.8618, -0.9140], [2.3301, -0.7603, -1.6621], [1.0863, 2.9936, 1.9055]],
  "nbo_charge": [-0.343, -0.643, -0.624, -0.416, -0.479, -0.435, -0.613, -0.427, -0.258, 0.408, -0.208, -0.404, -0.278, -0.216, -0.235, -0.228, 0.635, 0.372, -0.219, 0.144, 0.094, -0.234, -0.383, -0.624, -0.261, -0.151, -0.243, 0.459, 0.140, 0.217, 0.235, 0.214, 0.205, 0.198, 0.240, 0.203, 0.215, 0.172, 0.201, 0.203, 0.220, 0.214, 0.188, 0.212, 0.213, 0.231, 0.201, 0.221, 0.229, 0.200, 0.220, 0.174, 0.424, 0.210, 0.209]
}

***

# 3
{
  "formula": "C3H35O15S",
  "method": "the ωB97M-V functional and the def2-TZVPD basis",
  "energy_ha": -1662.075734,
  "orbital_gap_ev": 9.5,
  "e_lumo_ev": 2.30,
  "largest_force_ha_per_bohr": 0.15145,
  "e_homo_ev": -7.244,
  "spin_multiplicity": 1,
  "e_above_lowest_kcal_mol": 125.8,
  "charge": -1,
  "elements": ["S", "O", "O", "O", "O", "O", "O", "O", "O", "O", "O", "O", "O", "O", "O", "O", "C", "C", "C", "H", "H", "H", "H", "H", "H", "H", "H", "H", "H", "H", "H", "H", "H", "H", "H", "H", "H", "H", "H", "H", "H", "H", "H", "H", "H", "H", "H", "H", "H", "H", "H", "H", "H", "H"],
  "xyz": [[3.5328, 3.0266, -0.8087], [-2.0179, 1.6931, -1.5372], [-0.8899, -0.8910, 1.3548], [0.0778, 0.2051, -0.6350], [2.1655, -2.8346, -1.8764], [2.7587, -3.3398, 0.6634], [0.7286, -2.3991, 2.6846], [-1.8107, -2.1865, -4.3472], [-2.0945, -2.2147, 3.3823], [-0.5756, -4.3680, -2.4719], [-2.4647, 1.8710, 2.4294], [-4.3019, -0.9629, -1.8466], [-0.7181, 0.8135, 4.2416], [-0.2386, 1.8663, 1.1517], [-3.0838, 3.9981, -0.2296], [1.9763, 0.8429, 2.1769], [2.2669, 0.7060, -1.5289], [0.9130, 0.0698, -1.7082], [2.0765, 2.2399, -1.6594], [0.3648, -1.7008, 2.0383], [3.1587, 0.2997, -2.1391], [-2.1672, -1.7306, 2.4700], [1.0302, -1.7442, 3.3667], [-5.1711, -0.7935, -1.3423], [-2.5081, 3.5249, 0.3896], [2.7139, -1.9509, -1.7580], [-2.9262, 2.6868, 2.2158], [-3.1627, 3.4379, -1.0077], [2.0755, 2.5052, -2.6784], [3.2143, -2.5494, 0.5874], [2.4913, 0.5130, -0.4768], [-0.0211, 1.0889, 0.0529], [1.1298, 2.5066, -1.2523], [-1.2495, 1.1236, -1.1126], [2.2950, 0.3748, 1.3648], [-1.6730, 2.5957, -1.8398], [0.4561, 0.5364, -2.5853], [0.3497, 2.4899, 1.1140], [-0.6310, -0.1292, 1.8844], [-1.7903, -1.4290, -3.6872], [-0.4000, -0.7147, 0.4692], [0.9515, -1.0557, -1.8422], [2.5273, -3.3012, -1.1304], [-1.4305, -2.7900, -3.6702], [-1.7022, 1.7513, 1.7973], [-1.3038, 0.9799, 3.5715], [-1.2152, -2.4304, 3.3254], [2.1368, -3.0180, 1.3516], [-1.1724, -4.5773, -1.8280], [1.0679, 1.2933, 2.0423], [0.1926, -3.8285, -2.2033], [3.1551, 2.9159, 0.4148], [-1.1441, 0.1472, 4.6526], [-3.7958, -0.2920, -1.3631]],
  "nbo_charge": [-0.077, -1.019, -1.008, -0.851, -0.965, -0.958, -1.017, -0.950, -0.984, -0.976, -1.015, -0.935, -0.942, -1.135, -0.962, -1.009, -0.439, -0.080, -0.485, 0.496, 0.213, 0.495, 0.483, 0.458, 0.479, 0.461, 0.468, 0.480, 0.217, 0.450, 0.185, 0.505, 0.216, 0.511, 0.452, 0.465, 0.154, 0.444, 0.491, 0.461, 0.513, 0.210, 0.494, 0.482, 0.509, 0.477, 0.470, 0.513, 0.475, 0.507, 0.507, 0.130, 0.459, 0.478]
}